ORCA calculation (the ωB97M-V functional and the def2-TZVPD basis) on 12 unconnected molecules or ions with the total composition C72H81N3O42 at a distorted geometry.

Geometry as XYZ:
```
198
C72H81N3O42 the ωB97M-V functional and the def2-TZVPD basis
C 20.412 20.784 13.764
O 19.705 20.346 14.895
C 20.397 20.605 16.123
C 19.514 20.648 17.335
N 18.686 21.883 17.281
C 17.995 22.270 18.515
C 17.343 23.668 18.398
O 16.830 23.928 19.740
C 15.612 24.669 19.740
H 19.979 20.258 12.907
H 21.499 20.580 13.859
H 20.214 21.820 13.512
H 20.804 21.613 16.175
H 21.275 19.884 16.216
H 20.122 20.770 18.198
H 18.976 19.633 17.359
H 17.940 21.593 16.726
H 18.749 22.348 19.359
H 17.152 21.526 18.784
H 16.523 23.601 17.667
H 18.116 24.429 18.058
H 15.057 24.353 18.871
H 15.767 25.722 19.745
H 15.006 24.442 20.662
C 16.257 15.216 16.386
O 16.972 15.322 15.192
C 16.170 15.991 14.245
C 16.819 15.955 12.855
N 17.998 16.709 12.565
C 17.763 18.169 12.613
C 18.030 18.843 11.257
O 17.423 20.162 11.422
C 17.628 21.127 10.349
H 16.851 14.791 17.215
H 15.470 14.475 16.196
H 15.820 16.167 16.741
H 15.898 17.007 14.563
H 15.338 15.372 14.020
H 16.021 16.181 12.170
H 17.063 14.855 12.740
H 18.650 16.356 13.268
H 18.588 18.594 13.130
H 16.734 18.439 12.903
H 17.600 18.273 10.399
H 19.080 19.018 11.151
H 18.516 20.927 9.807
H 17.686 22.148 10.737
H 16.837 21.116 9.579
C 12.024 26.585 11.401
O 13.296 26.822 10.815
C 14.174 25.724 10.716
C 15.577 26.235 10.277
N 16.372 25.007 10.030
C 16.533 24.606 8.617
C 17.318 25.603 7.832
O 18.575 25.440 8.460
C 19.515 26.437 8.292
H 12.126 26.248 12.438
H 11.414 26.058 10.714
H 11.568 27.567 11.513
H 13.918 25.035 9.894
H 14.249 25.100 11.662
H 15.962 26.740 11.130
H 15.499 26.919 9.429
H 17.256 25.021 10.441
H 15.494 24.410 8.278
H 17.043 23.642 8.618
H 16.809 26.576 8.052
H 17.423 25.474 6.737
H 19.781 26.855 7.299
H 20.434 26.138 8.754
H 19.142 27.346 8.795
C 13.141 19.345 10.068
C 11.958 19.069 10.689
C 11.445 17.655 10.878
O 10.397 17.552 11.442
C 12.341 16.566 10.449
C 13.556 16.848 9.996
C 14.063 18.289 9.710
O 15.141 18.426 9.206
O 14.419 15.860 9.771
O 11.140 20.090 10.902
H 13.439 20.340 9.812
H 12.127 15.539 10.797
H 15.277 16.160 9.415
H 10.283 19.709 11.092
C 13.517 18.647 19.479
C 13.158 19.025 20.701
C 14.146 19.245 21.841
O 13.695 19.276 22.985
C 15.553 19.023 21.428
C 15.931 18.840 20.098
C 14.934 18.659 18.980
O 15.284 18.571 17.807
O 17.208 18.684 19.752
O 11.879 18.974 21.087
H 12.713 18.335 18.815
H 16.319 19.046 22.163
H 17.250 18.398 18.831
H 11.845 18.852 22.039
C 11.294 15.734 14.823
C 11.623 17.044 14.984
C 11.102 17.949 16.193
O 11.228 19.118 16.083
C 10.448 17.241 17.306
C 10.356 15.895 17.140
C 10.765 14.998 15.910
O 10.500 13.790 15.997
O 9.878 15.079 18.132
O 12.185 17.754 14.004
H 11.565 15.327 13.897
H 10.144 17.670 18.259
H 9.857 14.126 17.862
H 12.209 18.690 14.146
C 21.837 12.886 14.084
C 22.178 11.568 14.119
C 21.129 10.477 14.351
O 21.524 9.352 14.586
C 19.720 10.929 14.433
C 19.402 12.220 14.352
C 20.500 13.326 14.215
O 20.131 14.503 14.163
O 18.116 12.599 14.526
O 23.381 11.118 13.978
H 22.647 13.612 13.835
H 18.996 10.189 14.376
H 17.948 13.569 14.661
H 23.443 10.122 14.005
C 21.488 15.406 17.065
C 20.243 15.439 17.677
C 19.233 16.454 17.242
O 18.288 16.612 18.061
C 19.421 17.297 16.095
C 20.546 17.080 15.386
C 21.764 16.264 15.899
O 22.764 16.239 15.211
O 20.818 17.647 14.182
O 19.854 14.664 18.638
H 22.149 14.627 17.337
H 18.668 17.943 15.643
H 21.599 17.192 13.922
H 19.105 15.054 19.130
C 14.989 20.259 14.436
C 16.250 20.714 14.540
C 16.682 22.027 13.705
O 17.770 22.499 13.941
C 15.694 22.588 12.808
C 14.511 21.903 12.687
C 14.016 20.778 13.554
O 12.824 20.434 13.401
O 13.639 22.184 11.748
O 17.122 20.043 15.281
H 14.707 19.409 15.138
H 15.967 23.347 12.032
H 12.883 21.513 11.780
H 18.103 20.437 15.060
C 14.629 15.126 19.858
C 13.336 15.170 20.269
C 12.911 15.536 21.646
O 11.698 15.554 21.828
C 13.902 15.809 22.644
C 15.178 15.661 22.221
C 15.702 15.352 20.813
O 16.860 15.367 20.573
O 16.265 15.770 23.031
O 12.325 14.885 19.387
H 14.897 14.872 18.814
H 13.760 16.172 23.653
H 17.011 15.740 22.390
H 11.505 14.989 19.882
C 19.167 16.908 9.047
C 18.843 15.827 9.737
C 19.799 15.074 10.575
O 19.484 13.972 10.998
C 21.084 15.680 10.807
C 21.469 16.795 10.153
C 20.548 17.399 9.057
O 20.950 18.268 8.295
O 22.580 17.492 10.419
O 17.673 15.208 9.540
H 18.543 17.364 8.222
H 21.752 15.198 11.502
H 22.601 18.288 9.882
H 17.782 14.299 9.895
C 21.514 21.394 9.094
C 20.787 22.534 9.222
C 20.854 23.553 10.352
O 19.937 24.330 10.430
C 22.044 23.411 11.222
C 22.803 22.348 11.073
C 22.612 21.240 10.056
O 23.273 20.181 10.173
O 23.856 22.170 11.868
O 19.747 22.755 8.395
H 21.347 20.634 8.361
H 22.345 24.101 12.016
H 24.241 21.341 11.595
H 19.390 23.635 8.567
```

Frontier orbital gap (eV): 7.2
HOMO energy (eV): -8.97
Total charge: 0
DFT total energy (eV): -166431.3154
LUMO level (eV): -1.79
Structure (SMILES): O=C1C=C(O)C(=O)C=C1O.O=C1C=C(O)C(=O)C=C1O.O=C1C=C(O)C(=O)C=C1O.O=C1C=C(O)C(=O)C=C1O.O=C1C=C(O)C(=O)C=C1O.O=C1C=C(O)C(=O)C=C1O.O=C1C=C(O)C(=O)C=C1O.O=C1C=C(O)C(=O)C=C1O.O=C1C=C(O)C(=O)C=C1O.COCCNCCOC.COCCNCCOC.COCCNCCOC